This record from OMol25 describes an isolated molecule of C3H6N2O2 at a distorted geometry. The level of theory is the ωB97M-V functional and the def2-TZVPD basis.

Values from the calculation:
- HOMO level (spin up / spin down) (eV) = -6.94 / -6.94
- Kohn-Sham gap (spin up / spin down) (eV) = 7.68 / 7.68
- molar mass (g/mol) = 102.1
- energy relative to the best compared isomer or geometry (same formula, charge and spin) (kJ/mol) = 386.3

Geometry as ORCA input:
```
! RIJCOSX wB97M-V def2-TZVPD def2/J DEFGRID3
* xyz 0 1
C 0.617 -0.793 0.265
N -1.684 0.574 -0.807
C 0.866 0.520 0.664
C -1.375 -0.093 0.364
O 1.575 -1.535 -0.358
O 1.944 1.253 0.218
N -0.635 -1.231 0.392
H 1.161 -2.360 -0.646
H 2.316 0.819 -0.559
H -2.141 1.471 -0.722
H -1.003 0.490 -1.549
H 0.518 0.876 1.621
H -2.158 0.010 1.117
*
```

---

This record from OMol25 describes a structure of composition C11H12N9OPTc at a distorted geometry. The level of theory is the ωB97M-V functional and the def2-TZVPD basis.

Values from the calculation:
- HOMO level (spin up / spin down) (eV) = -16.58 / -17.00
- Kohn-Sham gap (spin up / spin down) (eV) = 7.37 / 6.45
- <S²> = 3.782
- molar mass (g/mol) = 415.3

Geometry as ORCA input:
```
! RIJCOSX wB97M-V def2-TZVPD def2/J DEFGRID3
* xyz 2 4
Tc 5.299 8.282 8.760
N 5.706 7.320 5.338
C 6.248 6.582 6.386
N 6.843 5.469 6.158
N 7.210 4.944 7.365
N 6.892 5.761 8.324
N 6.171 6.840 7.719
C 5.119 8.525 5.516
N 4.511 9.281 4.659
N 4.181 10.389 5.294
N 4.604 10.284 6.624
N 5.132 9.136 6.784
H 5.881 6.883 4.443
C 4.640 7.060 12.271
P 5.684 7.800 11.025
C 7.399 7.486 11.508
C 5.353 9.552 10.928
C 6.213 10.248 9.965
C 6.054 11.586 9.620
C 5.031 12.314 10.350
C 4.194 11.655 11.234
C 4.367 10.284 11.548
H 3.573 7.097 11.959
H 4.776 7.654 13.191
H 4.908 6.031 12.511
H 7.505 7.906 12.535
H 8.093 7.941 10.804
H 7.542 6.456 11.517
H 7.164 9.838 9.553
H 6.703 12.018 8.887
H 4.841 13.241 10.002
H 3.491 12.255 11.763
H 3.670 9.799 12.251
O 2.586 6.861 8.497
C 3.507 7.449 8.656
*
```

---

This record from OMol25 describes an isolated molecule of C4H6O2. The level of theory is the ωB97M-V functional and the def2-TZVPD basis.

Values from the calculation:
- HOMO level (eV) = -10.43
- Kohn-Sham gap (eV) = 11.47
- molar mass (g/mol) = 86.1
- energy relative to the best compared isomer or geometry (same formula, charge and spin) (kJ/mol) = 294.2

Geometry as ORCA input:
```
! RIJCOSX wB97M-V def2-TZVPD def2/J DEFGRID3
* xyz 0 1
C 1.639 0.584 -0.043
O 1.651 -0.221 1.129
C 0.763 -0.580 0.085
C -0.729 -0.606 0.269
C -1.682 0.424 -0.158
O -1.387 -0.681 -0.992
H 1.281 1.600 0.110
H 2.507 0.495 -0.698
H 1.075 -1.480 -0.447
H -1.083 -1.340 0.997
H -1.341 1.401 -0.500
H -2.695 0.403 0.247
*
```

---

This record from OMol25 describes a structure of composition C43H37AsFN4Pt. The level of theory is the ωB97M-V functional and the def2-TZVPD basis.

Values from the calculation:
- HOMO level (spin up / spin down) (eV) = -13.81 / -15.95
- Kohn-Sham gap (spin up / spin down) (eV) = 5.40 / 4.52
- <S²> = 6.084
- molar mass (g/mol) = 898.8
- energy relative to the best compared isomer or geometry (same formula, charge and spin) (kJ/mol) = 5.0

Geometry as ORCA input:
```
! RIJCOSX wB97M-V def2-TZVPD def2/J DEFGRID3
* xyz 3 5
Pt -0.254 0.120 0.083
C 2.663 -0.392 0.957
N 1.952 -0.122 -0.320
C 2.121 -1.218 -1.302
C 1.073 -2.303 -1.173
C 1.259 -3.520 -1.809
C 0.279 -4.487 -1.702
C -0.857 -4.219 -0.947
C -0.973 -2.987 -0.346
N -0.028 -2.036 -0.460
C 2.343 1.187 -0.903
C 1.872 2.323 -0.034
C 2.650 3.440 0.213
C 2.135 4.454 1.008
C 0.865 4.310 1.546
C 0.156 3.158 1.260
N 0.640 2.191 0.475
C 1.780 -0.546 2.175
C 2.353 -0.851 3.401
C 1.540 -1.013 4.506
C 0.165 -0.863 4.363
C -0.335 -0.551 3.121
N 0.459 -0.395 2.047
H 3.380 0.410 1.145
H 3.252 -1.304 0.850
H 3.113 -1.663 -1.198
H 2.073 -0.801 -2.310
H 2.164 -3.704 -2.374
H 0.405 -5.446 -2.188
H -1.636 -4.958 -0.820
H -1.826 -2.738 0.268
H 1.869 1.260 -1.884
H 3.425 1.240 -1.052
H 3.645 3.511 -0.205
H 2.726 5.337 1.215
H 0.440 5.066 2.190
H -0.828 2.987 1.682
H 3.427 -0.965 3.479
H 1.970 -1.255 5.468
H -0.506 -0.990 5.200
H -1.394 -0.422 2.948
C -6.104 -1.472 -1.907
C -5.833 -0.211 -2.422
C -4.784 0.542 -1.911
C -4.004 0.012 -0.891
C -4.271 -1.251 -0.371
C -5.327 -1.993 -0.882
As -2.588 1.004 -0.061
C -3.539 1.738 1.469
C -3.963 1.091 2.597
C -4.729 1.797 3.542
C -5.061 3.149 3.363
C -4.647 3.810 2.238
C -3.881 3.114 1.257
C -3.438 3.668 0.031
C -3.667 5.011 -0.385
C -3.209 5.427 -1.608
C -2.529 4.529 -2.442
C -2.288 3.195 -2.058
C -2.735 2.770 -0.839
H -6.930 -2.048 -2.301
H -6.440 0.187 -3.224
H -4.584 1.522 -2.324
H -3.680 -1.654 0.444
H -5.548 -2.971 -0.474
H -3.755 0.042 2.763
H -5.081 1.282 4.428
H -5.656 3.656 4.109
H -4.917 4.846 2.088
H -4.205 5.698 0.254
H -3.378 6.443 -1.937
H -2.185 4.869 -3.411
H -1.782 2.517 -2.733
F -4.891 -1.199 -6.794
C -3.920 -0.872 -5.947
C -3.161 0.263 -6.206
C -2.156 0.593 -5.327
C -1.896 -0.197 -4.177
C -0.874 0.132 -3.274
C -2.702 -1.344 -3.964
C -3.701 -1.687 -4.843
H -3.360 0.844 -7.096
H -1.537 1.461 -5.523
H -0.173 0.933 -3.480
H -0.697 -0.520 -2.426
H -2.514 -1.964 -3.095
H -4.315 -2.567 -4.704
*
```

---

This record from OMol25 describes a structure of composition C35H56AsBCsN10O2 at a distorted geometry. The level of theory is the ωB97M-V functional and the def2-TZVPD basis.

Values from the calculation:
- HOMO level (eV) = -4.21
- Kohn-Sham gap (eV) = 6.25
- molar mass (g/mol) = 867.5
- energy relative to the best compared isomer or geometry (same formula, charge and spin) (kJ/mol) = 20.0

Geometry as ORCA input:
```
! RIJCOSX wB97M-V def2-TZVPD def2/J DEFGRID3
* xyz -1 1
Cs 1.278 0.451 0.406
C -3.241 -3.990 -0.900
C -3.079 -3.068 0.264
C -3.307 -3.306 1.629
C -2.981 -2.114 2.252
C -3.063 -1.779 3.704
N -2.592 -1.250 1.296
N -2.648 -1.831 0.073
B -2.056 0.196 1.331
N -3.104 1.214 0.831
N -2.620 2.401 0.393
C -3.661 3.108 -0.015
C -3.458 4.474 -0.583
C -4.849 2.380 0.154
C -4.446 1.172 0.696
C -5.289 0.001 1.072
N -1.537 0.562 2.754
N -0.375 -0.032 3.154
C -0.136 0.408 4.378
C 1.080 -0.043 5.119
C -1.133 1.302 4.793
C -2.006 1.374 3.725
C -3.264 2.170 3.621
H -3.564 -4.982 -0.577
H -2.303 -4.104 -1.447
H -3.981 -3.611 -1.607
H -3.661 -4.204 2.109
H -3.519 -2.618 4.232
H -3.681 -0.897 3.887
H -2.084 -1.576 4.141
H -1.131 0.241 0.593
H -2.400 4.632 -0.792
H -3.788 5.259 0.103
H -4.008 4.609 -1.517
H -5.858 2.662 -0.097
H -6.340 0.260 0.939
H -5.150 -0.288 2.116
H -5.062 -0.878 0.469
H 1.662 -0.724 4.498
H 0.819 -0.565 6.043
H 1.721 0.798 5.392
H -1.211 1.840 5.723
H -3.395 2.744 4.539
H -4.141 1.530 3.498
H -3.250 2.856 2.775
O 3.103 1.199 -1.152
C 4.127 1.862 -0.793
C 5.444 1.316 -0.874
C 6.560 2.021 -0.491
C 6.460 3.319 0.011
C 5.197 3.877 0.111
C 4.040 3.198 -0.269
C 2.746 3.886 -0.149
N 1.584 3.394 0.231
C 0.694 4.439 0.219
C 1.320 5.584 -0.169
N 2.628 5.222 -0.399
H 5.532 0.315 -1.278
H 7.536 1.552 -0.578
H 7.337 3.871 0.322
H 5.096 4.874 0.534
H -0.341 4.284 0.481
H 0.966 6.590 -0.311
H 3.364 5.795 -0.768
C 2.146 -6.035 0.011
N 1.567 -4.757 0.354
C 0.202 -4.782 0.845
C 2.042 -3.563 -0.143
O 1.305 -2.610 -0.324
N 3.395 -3.512 -0.452
C 4.367 -4.034 0.491
C 3.823 -2.284 -1.101
H 1.378 -6.674 -0.437
H 2.550 -6.560 0.884
H 2.943 -5.907 -0.716
H 0.153 -5.390 1.752
H -0.480 -5.212 0.102
H -0.131 -3.772 1.064
H 5.138 -4.624 -0.013
H 3.888 -4.662 1.237
H 4.860 -3.209 1.020
H 3.115 -1.991 -1.872
H 4.803 -2.450 -1.552
H 3.907 -1.448 -0.399
C 2.081 1.539 -4.355
C 1.145 0.342 -4.328
As 0.175 0.155 -2.614
C -1.259 -1.016 -3.276
C -0.709 -2.416 -3.495
C -0.739 1.895 -2.528
C -1.485 2.347 -3.771
H 2.662 1.566 -5.281
H 2.768 1.516 -3.509
H 1.527 2.479 -4.295
H 1.711 -0.584 -4.456
H 0.410 0.382 -5.140
H -1.684 -0.595 -4.192
H -2.034 -1.026 -2.505
H 0.086 -2.428 -4.245
H -1.487 -3.104 -3.840
H -0.292 -2.815 -2.569
H 0.038 2.609 -2.239
H -1.405 1.836 -1.664
H -0.833 2.397 -4.646
H -1.917 3.342 -3.630
H -2.308 1.672 -4.015
*
```

---

This record from OMol25 describes an isolated molecule of C3H5ClN2O2S at a distorted geometry. The level of theory is the ωB97M-V functional and the def2-TZVPD basis.

Values from the calculation:
- HOMO level (eV) = -9.83
- Kohn-Sham gap (eV) = 10.06
- molar mass (g/mol) = 168.6
- energy relative to the best compared isomer or geometry (same formula, charge and spin) (kJ/mol) = 83.3

Geometry as ORCA input:
```
! RIJCOSX wB97M-V def2-TZVPD def2/J DEFGRID3
* xyz 0 1
C 0.023 -0.106 1.218
C -0.212 0.378 -1.172
C -0.724 0.371 0.239
N 1.109 -0.971 0.988
N -0.641 1.171 -2.035
O 2.407 1.010 0.006
O 3.430 -1.175 0.337
S 2.499 -0.164 0.765
Cl 2.978 0.300 2.620
H -0.327 0.077 2.267
H 0.617 -0.195 -1.424
H -1.552 0.976 0.620
H 1.219 -1.705 1.652
H -0.239 1.225 -2.956
*
```